Record 1
Here is an isolated molecule of C5H8O2 from OMol25. Energies are from ωB97M-V/def2-TZVPD.

As for the LUMO energy: 0.577 eV. The calculation puts the largest force on an atom at 0.54 eV Å⁻¹. As for the frontier orbital gap: 9.23 eV. Its calculated total energy is -345.6932 Eh. As for the relative energy (zero: lowest compared OMol25 entry of this formula, charge and spin): 293.5 kJ/mol.

Cartesian coordinates (Å):
C (-1.05913, -1.06977, -0.66672)
C (0.14446, 1.63628, 0.08434)
O (-1.15193, 1.80687, 0.19365)
C (0.64675, 0.68711, 1.14259)
C (1.23498, -0.48300, 0.30045)
C (0.37136, -0.63316, -0.94423)
O (0.77797, -0.46724, -2.07196)
H (-1.40244, -0.86442, 0.35261)
H (-1.75228, -0.62244, -1.38180)
H (-1.05924, -2.15289, -0.81441)
H (-1.41857, 2.32747, -0.58068)
H (1.46069, 1.21691, 1.64694)
H (-0.07441, 0.34399, 1.90251)
H (2.26909, -0.28882, 0.00710)
H (1.19724, -1.42798, 0.85813)

Record 2
Here is a structure of composition C37H29BrIN4PPdS at a distorted geometry from OMol25. Energies are from ωB97M-V/def2-TZVPD.

As for the LUMO energy (alpha / beta): -9.225 / -9.215 eV. The calculation puts the largest force on an atom at 2.33 eV Å⁻¹. As for the frontier orbital gap (alpha / beta): 3.53 / 3.54 eV. Its calculated total energy is -5384.8050 Eh. As for the relative energy (zero: lowest compared OMol25 entry of this formula, charge and spin): 254.3 kJ/mol. As for the total charge: +2.

Cartesian coordinates (Å):
Pd (0.15608, -0.32136, -0.27995)
C (-1.08062, -2.52558, 6.27677)
C (0.29780, -2.53984, 6.11906)
C (0.85197, -2.55640, 4.84576)
C (0.03003, -2.54578, 3.72044)
C (-1.35478, -2.53630, 3.88628)
C (-1.90699, -2.52617, 5.16147)
P (0.90603, -2.48297, 2.12617)
C (1.06182, -0.63940, 1.94091)
C (2.02427, -0.17143, 1.02445)
C (2.10548, 1.20471, 0.74023)
C (1.32489, 2.11098, 1.44842)
C (0.47791, 1.66617, 2.46279)
C (0.33526, 0.31081, 2.69671)
C (-0.45014, -2.80470, 0.92951)
C (-1.08570, -4.05147, 1.01738)
C (-2.08096, -4.42601, 0.13051)
C (-2.47029, -3.56850, -0.88981)
C (-1.85266, -2.33591, -1.02877)
C (-0.85154, -2.00456, -0.12974)
H (-1.51222, -2.52916, 7.26964)
H (0.94338, -2.55882, 6.98761)
H (1.93053, -2.58683, 4.72672)
H (-2.00983, -2.54653, 3.02276)
H (-2.98300, -2.51985, 5.28445)
H (2.74852, -0.85454, 0.59978)
H (2.83780, 1.55874, 0.02502)
H (1.40815, 3.17052, 1.23760)
H (-0.07243, 2.38187, 3.06101)
H (-0.32202, -0.03828, 3.48457)
H (-0.78657, -4.72876, 1.81027)
H (-2.55422, -5.39377, 0.23363)
H (-3.24185, -3.85823, -1.59142)
H (-2.15052, -1.67407, -1.82773)
S (0.18743, -0.36717, -2.67168)
C (-1.07446, 0.70977, -2.86973)
N (-1.48104, 0.88549, -4.12942)
N (-2.13897, 1.91837, -4.50871)
C (-2.04814, 3.28081, -4.16504)
C (-0.97396, 3.80984, -3.44530)
C (-0.95306, 5.16518, -3.19628)
C (-1.99000, 5.98492, -3.65008)
C (-3.03977, 5.45014, -4.38603)
C (-3.06645, 4.09665, -4.65835)
N (-1.82788, 1.36032, -1.85691)
N (-1.56564, 0.97742, -0.71454)
C (-2.31940, 1.57488, 0.32479)
C (-2.60748, 0.78930, 1.43736)
C (-3.38889, 1.31903, 2.44735)
C (-3.83877, 2.63050, 2.35616)
C (-3.52454, 3.41965, 1.24855)
C (-2.77379, 2.89200, 0.21947)
H (-2.69202, 1.71846, -5.34067)
H (-0.13819, 3.18869, -3.14581)
H (-0.11363, 5.59714, -2.66736)
H (-1.96234, 7.04761, -3.44779)
H (-3.83103, 6.08808, -4.75556)
H (-3.87765, 3.66703, -5.23741)
H (-2.25528, -0.23289, 1.47827)
H (-3.64592, 0.71177, 3.30534)
H (-4.43891, 3.04735, 3.15510)
H (-3.87509, 4.44164, 1.19453)
H (-2.50843, 3.48184, -0.64964)
Br (5.38958, -2.18852, 0.64397)
C (6.01007, -2.36989, -1.13457)
C (7.37867, -2.49642, -1.32388)
C (7.89211, -2.61280, -2.60627)
C (7.04465, -2.59494, -3.70225)
C (5.67552, -2.47337, -3.51809)
C (5.16204, -2.36941, -2.23346)
I (3.08932, -2.25771, -2.03527)
H (8.03555, -2.50873, -0.46464)
H (8.96043, -2.71716, -2.74439)
H (7.44335, -2.68039, -4.70469)
H (5.00850, -2.46313, -4.36953)

Record 3
Here is a cluster of 2 separate species, C2H8N in total at a distorted geometry from OMol25. Energies are from ωB97M-V/def2-TZVPD.

As for the LUMO energy: -4.160 eV. The calculation puts the largest force on an atom at 2.44 eV Å⁻¹. As for the frontier orbital gap: 10.27 eV. Its calculated total energy is -135.4241 Eh. As for the relative energy (zero: lowest compared OMol25 entry of this formula, charge and spin): 201.4 kJ/mol. As for the total charge: +1.

Cartesian coordinates (Å):
N (0.55416, -1.48196, -0.03541)
H (1.14777, -1.87339, 0.69150)
H (-0.25372, -2.06157, 0.04797)
H (1.01707, -1.85763, -0.84214)
H (0.47989, -0.42701, -0.11119)
C (-0.93797, 0.95528, 0.36969)
C (-0.11712, 1.79403, -0.30570)
H (-0.98539, 0.80260, 1.53313)
H (-1.56430, 0.16940, -0.08547)
H (0.91244, 2.00823, 0.15390)
H (-0.25283, 1.97202, -1.41630)

Record 4
Here is a cluster of 9 separate species, C4H29N2O8 in total at a distorted geometry from OMol25. Energies are from ωB97M-V/def2-TZVPD.

As for the LUMO energy (alpha / beta): -5.986 / -12.364 eV. The calculation puts the largest force on an atom at 2.36 eV Å⁻¹. As for the frontier orbital gap (alpha / beta): 10.58 / 4.20 eV. Its calculated total energy is -880.5238 Eh. As for the relative energy (zero: lowest compared OMol25 entry of this formula, charge and spin): 0.0 kJ/mol. The spin multiplicity is 2. As for the total charge: +2.

Cartesian coordinates (Å):
C (-0.04699, 2.51843, 0.25796)
N (-0.87788, 1.46218, 0.87954)
C (1.43447, 2.43904, 0.73536)
N (1.87276, 1.01404, 0.39876)
C (3.24277, 0.65985, 0.85275)
C (2.27364, 3.42126, -0.07661)
H (-0.44947, 3.50209, 0.50280)
H (-0.09913, 2.43123, -0.82526)
H (-1.29120, 1.85460, 1.71729)
H (-1.60426, 1.14502, 0.24998)
H (1.37463, 2.52799, 1.81753)
H (1.80787, 1.02907, -0.61639)
H (1.17238, 0.38149, 0.77395)
H (3.11825, 0.16019, 1.81420)
H (3.98851, 1.43165, 0.93732)
H (3.54673, -0.18769, 0.24347)
H (2.56626, 3.12726, -1.07811)
H (3.16542, 3.66493, 0.50314)
H (1.69852, 4.34892, -0.06476)
H (-4.01325, -1.40496, 3.76582)
H (-3.52813, -2.79818, 3.30812)
O (-3.78401, -1.92382, 2.98434)
H (1.81038, -2.25259, 0.52426)
H (1.87162, -2.90680, 1.91717)
O (2.40274, -2.44288, 1.26062)
H (0.12513, -4.88723, -0.99385)
H (-0.49143, -3.55230, -0.33557)
O (-0.35665, -4.07055, -1.13162)
H (0.74647, -0.30108, -2.49815)
H (0.72698, -1.67665, -1.88887)
O (0.69666, -0.74135, -1.63821)
H (-3.10788, -1.41543, -3.21753)
H (-2.06933, -2.53829, -3.60444)
O (-2.29353, -1.85588, -2.96563)
H (-2.33739, -1.56284, 2.07952)
H (-0.97911, -0.53191, 2.24015)
O (-1.38146, -1.34334, 1.89472)
H (-0.79545, 0.80727, -3.47467)
H (-0.27875, 0.90884, -4.92561)
O (0.00132, 0.90461, -4.00543)
H (-2.60381, -0.77778, 0.17749)
H (-4.07437, -0.41909, 0.87654)
O (-3.18004, -0.14930, 0.62792)

Record 5
Here is a structure of composition C18H29N2O5ReS from OMol25. Energies are from ωB97M-V/def2-TZVPD.

As for the LUMO energy (alpha / beta): -1.995 / -2.347 eV. The calculation puts the largest force on an atom at 0.22 eV Å⁻¹. As for the frontier orbital gap (alpha / beta): 7.01 / 8.13 eV. Its calculated total energy is -1665.1204 Eh. As for the relative energy (zero: lowest compared OMol25 entry of this formula, charge and spin): 5.2 kJ/mol. The spin multiplicity is 4. As for the total charge: +1.

Cartesian coordinates (Å):
Re (-0.86723, 0.23890, 0.05753)
C (-3.46975, -1.73830, -0.27549)
C (-2.48555, -2.36585, -1.23003)
O (-1.59955, -1.33119, -1.64917)
C (-0.74464, -1.73661, -2.73123)
C (-0.06019, -0.51099, -3.28265)
O (0.85092, 0.04501, -2.34887)
C (2.10531, -0.64039, -2.28017)
C (2.43262, -1.04278, -0.86523)
O (1.48643, -2.00511, -0.43607)
C (1.74606, -2.44118, 0.88847)
C (0.57483, -3.24852, 1.38213)
O (-0.51120, -2.35987, 1.54946)
C (-1.71438, -2.93311, 1.98494)
C (-2.72112, -1.80283, 2.03431)
O (-2.78911, -1.08628, 0.79571)
H (-4.16189, -2.49051, 0.11051)
H (-4.04440, -0.96619, -0.78899)
H (-3.01983, -2.75924, -2.10066)
H (-1.90889, -3.17481, -0.77464)
H (-1.36670, -2.19804, -3.50352)
H (-0.02681, -2.46976, -2.35327)
H (-0.80344, 0.25917, -3.48827)
H (0.44531, -0.76448, -4.21959)
H (2.88679, 0.01978, -2.66574)
H (2.07920, -1.53450, -2.90887)
H (2.40597, -0.17332, -0.19935)
H (3.44633, -1.46392, -0.84393)
H (1.88677, -1.57295, 1.54260)
H (2.65584, -3.05231, 0.91371)
H (0.83075, -3.72142, 2.33713)
H (0.31817, -4.03654, 0.66216)
H (-1.62307, -3.37053, 2.98778)
H (-2.03437, -3.73739, 1.30906)
H (-2.41516, -1.06133, 2.77004)
H (-3.71440, -2.17594, 2.29466)
C (0.26964, 1.26119, 0.89951)
C (1.24212, 2.21606, 1.38464)
C (2.20255, 2.71850, 0.49832)
C (3.13477, 3.65251, 0.92622)
C (3.11806, 4.09611, 2.24170)
C (2.17057, 3.60065, 3.13004)
C (1.23866, 2.66785, 2.70782)
H (2.21808, 2.35341, -0.52261)
H (3.87999, 4.02785, 0.23678)
H (3.84779, 4.82160, 2.57572)
H (2.16371, 3.94287, 4.15647)
H (0.50268, 2.27402, 3.39724)
N (-0.35384, 3.44601, -1.54625)
C (-1.47853, 3.15066, -0.90438)
N (-1.94224, 3.99000, 0.01250)
S (-2.38180, 1.74012, -1.33770)
H (0.26493, 4.17069, -1.21564)
H (0.03935, 2.73180, -2.13779)
H (-1.42211, 4.79639, 0.31898)
H (-2.78398, 3.74503, 0.50398)

Record 6
Here is a cluster of 2 separate species, C4H11N3O2 in total at a distorted geometry from OMol25. Energies are from ωB97M-V/def2-TZVPD.

As for the LUMO energy (alpha / beta): 0.292 / 0.153 eV. The calculation puts the largest force on an atom at 3.37 eV Å⁻¹. As for the frontier orbital gap (alpha / beta): 8.24 / 8.06 eV. Its calculated total energy is -473.5536 Eh. As for the relative energy (zero: lowest compared OMol25 entry of this formula, charge and spin): 654.2 kJ/mol.

Cartesian coordinates (Å):
C (-1.29738, 0.22557, -0.79926)
C (0.60477, -0.98124, 2.00900)
C (1.31792, 1.48223, -1.02883)
N (-0.86314, -1.10858, -0.43044)
C (-0.67295, 1.08212, 0.28922)
N (-0.36036, -1.80995, -1.46059)
O (0.70713, -1.14244, 0.69332)
O (0.48157, 1.74487, 0.09152)
N (-1.07601, 1.07257, 1.51310)
H (0.24528, -1.30347, -2.10780)
H (0.11853, -2.63487, -1.10721)
H (-1.98577, 0.63380, 1.61696)
H (-2.38847, 0.28392, -0.76342)
H (-0.97121, 0.52976, -1.79980)
H (-0.17566, -0.00138, 2.15876)
H (1.51677, -0.56667, 2.46404)
H (0.15786, -1.82147, 2.55833)
H (0.81686, 1.72118, -1.97328)
H (2.16868, 2.15025, -0.91292)
H (1.65557, 0.44378, -1.01067)